Entry 1:
Here is the molecule C3H6N2O from the OMol25 dataset. Energies are from ωB97M-V/def2-TZVPD.

Geometry as XYZ:
```
12
Properties=species:S:1:pos:R:3:mulliken_charge:R:1
C -0.628 0.293 0.926 -1.07
C -0.330 0.195 -0.839 0.56
N -0.820 0.984 -1.696 -0.73
N 0.497 -0.882 -0.965 -0.25
C 1.224 -0.758 0.320 0.06
O 2.146 -0.020 0.505 -0.47
H -1.456 0.933 0.735 0.36
H -0.021 0.796 1.720 0.32
H -1.008 -0.627 1.414 0.30
H -1.426 1.714 -1.316 0.24
H 0.987 -1.121 -1.828 0.28
H 0.864 -1.519 1.020 0.39
```

Summary:
- HOMO-LUMO gap: 0.3883 Eh
- SMILES: [H]/N=C(\C)NC=O

---

Entry 2:
Here is the molecule C3H6N2O from the OMol25 dataset. Energies are from ωB97M-V/def2-TZVPD.

Geometry as XYZ:
```
12
Properties=species:S:1:pos:R:3:mulliken_charge:R:1
N 0.504 0.842 0.932 -0.83
C 0.584 -0.458 0.258 0.44
C -0.684 -0.266 -0.591 -0.50
O -1.811 0.719 0.201 -0.65
C 1.846 -0.722 -0.517 0.03
N 2.831 -0.902 -1.107 -0.40
H 1.033 1.487 0.342 0.28
H -0.666 1.084 0.862 0.43
H 0.502 -1.305 0.961 0.24
H -0.434 0.327 -1.480 0.28
H -1.340 -1.094 -0.755 0.34
H -2.364 0.288 0.893 0.34
```

Summary:
- HOMO-LUMO gap: 0.3543 Eh
- SMILES: N#C[C@@H](N)CO

---

Entry 3:
Here is a cluster of 2 separate species, C3H6N2O in total from the OMol25 dataset. Energies are from ωB97M-V/def2-TZVPD.

Geometry as XYZ:
```
12
Properties=species:S:1:pos:R:3:mulliken_charge:R:1
C -1.159 1.590 -0.019 -0.14
C 0.431 -1.644 0.828 -0.76
N 0.015 -0.759 -0.249 -0.41
N -0.138 1.824 -0.788 -0.54
C 0.900 -0.050 -0.757 0.70
O 1.974 -0.010 -1.272 -0.44
H -0.382 1.955 -1.771 0.25
H -1.007 1.456 1.053 0.26
H -2.145 1.358 -0.434 0.24
H -0.083 -2.604 0.693 0.26
H 0.097 -1.241 1.789 0.26
H 1.497 -1.875 0.926 0.33
```

Summary:
- HOMO-LUMO gap: 0.3352 Eh
- SMILES: CN=C=O.C=N

---

Entry 4:
Here is the molecule C3H6N2O from the OMol25 dataset. Energies are from ωB97M-V/def2-TZVPD.

Geometry as XYZ:
```
12
Properties=species:S:1:pos:R:3:mulliken_charge:R:1
N 0.059 0.271 0.338 -0.15
C 1.276 -0.453 -0.120 -0.72
C -1.167 -0.439 -0.166 -0.39
O -2.302 -0.048 0.529 -0.51
C 2.342 0.390 -0.453 0.40
N 3.215 1.091 -0.797 -0.49
H -0.048 0.380 1.357 0.31
H 0.090 1.222 -0.036 0.32
H 1.468 -1.310 0.517 0.23
H -1.195 -0.262 -1.245 0.34
H -0.976 -1.495 0.025 0.32
H -2.762 0.651 0.051 0.34
```

Summary:
- HOMO-LUMO gap: 0.2703 Eh

---

Entry 5:
Here is a structure of composition C3H6N2O from the OMol25 dataset. Energies are from ωB97M-V/def2-TZVPD.

Geometry as XYZ:
```
12
Properties=species:S:1:pos:R:3:mulliken_charge:R:1
O 2.152 -0.658 1.248 -0.36
N 1.566 0.489 0.757 -0.52
C 0.414 0.250 0.292 1.16
C -0.678 1.147 -0.223 -0.89
N -1.499 0.065 -0.033 0.04
C -0.549 -0.867 0.194 -0.67
H 2.985 -0.335 1.616 0.37
H -0.217 0.243 -1.987 0.00
H -0.941 2.175 -0.025 0.27
H -2.481 -0.051 -0.255 0.19
H -0.134 -0.527 -1.915 0.03
H -0.618 -1.930 0.333 0.37
```

Summary:
- HOMO-LUMO gap (spin up / spin down): 0.2739 / 0.2739 Eh

---

Entry 6:
Here is the molecule C3H6N2O from the OMol25 dataset. Energies are from ωB97M-V/def2-TZVPD.

Geometry as XYZ:
```
12
Properties=species:S:1:pos:R:3:mulliken_charge:R:1
C -0.332 0.175 -0.293 0.52
N -1.329 0.453 -1.212 -0.57
C 0.757 -0.553 -0.585 -0.20
C -0.511 0.732 1.096 -0.16
O 1.762 -0.859 0.296 -0.56
N 0.249 0.553 2.124 -0.80
H 2.485 -1.284 -0.201 0.36
H -1.424 -0.261 -1.929 0.23
H -2.222 0.690 -0.786 0.22
H 1.042 -0.043 1.831 0.40
H 0.936 -0.959 -1.573 0.28
H -1.412 1.354 1.230 0.27
```

Summary:
- HOMO-LUMO gap: 0.3135 Eh
- SMILES: [H]/N=C\C(N)=C/O

---

Entry 7:
Here is a structure of composition C3H6N2O from the OMol25 dataset. Energies are from ωB97M-V/def2-TZVPD.

Geometry as XYZ:
```
12
Properties=species:S:1:pos:R:3:mulliken_charge:R:1
N -0.693 1.536 0.332 -0.66
C -0.619 0.112 0.140 0.23
C -0.383 -0.629 -1.230 -0.44
O 0.664 -1.417 -0.601 -0.38
C 0.699 -0.552 0.459 0.37
N 1.646 -0.251 1.227 -0.68
H -1.401 1.799 1.010 0.25
H 0.196 1.897 0.671 0.29
H -1.478 -0.395 0.586 0.27
H -1.164 -1.295 -1.609 0.22
H 0.038 -0.021 -2.035 0.26
H 2.468 -0.810 0.992 0.26
```

Summary:
- HOMO-LUMO gap: 0.3937 Eh

---

Entry 8:
Here is the molecule C3H6N2O from the OMol25 dataset. Energies are from ωB97M-V/def2-TZVPD.

Geometry as XYZ:
```
12
Properties=species:S:1:pos:R:3:mulliken_charge:R:1
C 1.063 0.952 -0.391 -0.32
C -0.412 -0.172 0.895 -0.06
C -1.383 -0.529 -0.194 -0.97
N 1.789 -0.462 -0.403 -0.05
N 1.395 -1.227 0.388 -0.25
O 0.239 1.033 0.697 -0.33
H 1.971 1.662 -0.328 0.29
H 0.591 0.929 -1.327 0.31
H -0.600 -0.368 1.905 0.44
H -2.301 -0.723 0.391 0.29
H -1.071 -1.364 -0.646 0.37
H -1.281 0.268 -0.988 0.28
```

Summary:
- HOMO-LUMO gap (spin up / spin down): 0.3254 / 0.3255 Eh

---

Entry 9:
Here is the molecule C3H6N2O from the OMol25 dataset. Energies are from ωB97M-V/def2-TZVPD.

Geometry as XYZ:
```
12
Properties=species:S:1:pos:R:3:mulliken_charge:R:1
C 1.152 0.411 -1.256 -0.32
C -1.394 0.314 0.322 0.70
C -0.879 -0.628 -0.683 -0.64
N -0.098 0.395 -1.397 -0.36
N -2.330 1.044 -0.294 -0.37
O -0.973 0.367 1.444 -0.60
H 1.762 1.119 -1.794 0.26
H 1.485 -0.364 -0.630 0.25
H -0.305 -1.460 -0.277 0.40
H -1.793 -0.967 -1.180 0.27
H -2.568 0.823 -1.279 0.23
H -2.591 1.855 0.117 0.19
```

Summary:
- HOMO-LUMO gap: 0.3813 Eh
- SMILES: C=NCC(N)=O

---

Entry 10:
Here is a structure of composition C3H6N2O from the OMol25 dataset. Energies are from ωB97M-V/def2-TZVPD.

Geometry as XYZ:
```
12
Properties=species:S:1:pos:R:3:mulliken_charge:R:1
O -1.357 -2.002 -0.802 -0.39
N -0.148 -1.345 -1.090 -0.62
C -0.042 -0.299 -0.357 0.41
C 1.121 0.677 -0.299 -0.25
N 0.692 1.085 1.054 -0.42
C -0.404 0.243 1.015 -0.42
H -1.326 -2.755 -1.410 0.36
H 1.069 1.483 -1.040 0.25
H 2.117 0.231 -0.326 0.24
H 0.578 2.081 1.200 0.25
H -1.378 0.683 0.167 0.15
H -0.923 -0.081 1.888 0.44
```

Summary:
- HOMO-LUMO gap: 0.3376 Eh

---

Entry 11:
Here is the molecule C3H6N2O from the OMol25 dataset. Energies are from ωB97M-V/def2-TZVPD.

Geometry as XYZ:
```
12
Properties=species:S:1:pos:R:3:mulliken_charge:R:1
C -2.154 0.358 0.014 -0.84
C 0.065 -0.041 -0.039 -0.03
C 2.425 -0.255 0.043 0.15
H -2.135 1.092 0.808 0.33
H -2.299 1.035 -0.877 0.30
H -3.134 -0.074 0.230 0.31
H 0.322 1.071 -0.127 0.33
H 1.045 -1.837 -0.176 0.25
H 3.218 -0.967 0.377 0.31
N -1.130 -0.518 -0.085 -0.51
N 1.199 -0.831 -0.094 -0.08
O 2.577 0.968 -0.074 -0.54
```

Summary:
- HOMO-LUMO gap: 0.3786 Eh
- SMILES: C/N=C/NC=O

---

Entry 12:
Here is a structure of composition C3H6N2O from the OMol25 dataset. Energies are from ωB97M-V/def2-TZVPD.

Geometry as XYZ:
```
12
Properties=species:S:1:pos:R:3:mulliken_charge:R:1
C 0.640 0.585 0.676 0.01
C 1.232 0.448 -0.531 -0.47
N 0.980 -0.934 -0.880 -0.36
C 0.740 -1.200 0.528 0.08
N -0.153 -0.515 1.181 -0.60
H 0.881 1.405 1.341 0.34
H 1.249 1.170 -1.328 0.34
H 0.092 -1.029 -1.389 0.28
H 1.665 -1.574 1.002 0.34
H -1.829 0.225 0.169 0.38
H -3.174 0.828 -0.185 0.31
O -2.321 0.591 -0.584 -0.66
```

Summary:
- HOMO-LUMO gap: 0.3002 Eh

---

Entry 13:
Here is the molecule C3H6N2O from the OMol25 dataset. Energies are from ωB97M-V/def2-TZVPD.

Geometry as XYZ:
```
12
Properties=species:S:1:pos:R:3:mulliken_charge:R:1
C -1.636 1.040 0.013 -0.80
C -1.170 -0.392 -0.041 0.44
C 2.419 -0.256 -0.113 -0.29
H -2.339 1.076 -0.845 0.26
H -0.835 1.686 -0.205 0.38
H -2.189 1.069 0.942 0.23
H 0.431 -1.654 0.172 0.27
H 2.613 -1.373 -0.314 0.21
H 3.255 0.439 0.030 0.26
N 0.179 -0.635 0.231 0.10
N 1.217 0.289 0.148 -0.50
O -1.945 -1.289 -0.017 -0.57
```

Summary:
- HOMO-LUMO gap: 0.3727 Eh
- SMILES: C=NNC(C)=O

---

Entry 14:
Here is the molecule C3H6N2O from the OMol25 dataset. Energies are from ωB97M-V/def2-TZVPD.

Geometry as XYZ:
```
12
Properties=species:S:1:pos:R:3:mulliken_charge:R:1
C 0.629 -1.556 1.023 -1.05
C -0.004 -0.807 -0.154 0.68
O -0.336 -1.474 -1.123 -0.57
N -0.018 0.562 0.060 -0.26
C -0.542 1.393 -0.942 0.07
N -0.603 2.648 -0.769 -0.62
H 1.826 -1.633 0.994 0.24
H 0.415 -1.199 2.027 0.35
H 0.120 -2.685 1.275 0.27
H 0.410 0.829 1.042 0.31
H -0.879 0.843 -1.839 0.32
H -1.020 3.080 -1.594 0.27
```

Summary:
- HOMO-LUMO gap: 0.4001 Eh
- SMILES: [H]/N=C/NC(C)=O

---

Entry 15:
Here is a cluster of 3 separate species, C3H6N2O in total from the OMol25 dataset. Energies are from ωB97M-V/def2-TZVPD.

Geometry as XYZ:
```
12
Properties=species:S:1:pos:R:3:mulliken_charge:R:1
N 1.124 0.666 1.672 -0.48
C 1.174 -0.393 0.978 -0.01
C -1.323 -0.819 -1.374 -0.25
O -1.922 -0.234 -0.506 -0.37
C 1.632 -0.455 -0.404 0.26
N 1.983 -0.498 -1.507 -0.37
H 1.435 1.480 1.138 0.26
H -1.340 2.133 1.358 0.19
H 0.855 -1.341 1.412 0.36
H -0.840 -0.295 -2.220 0.31
H -1.212 -1.921 -1.363 0.30
H -1.566 1.677 0.815 -0.19
```

Summary:
- HOMO-LUMO gap: 0.3753 Eh
- SMILES: [H]/N=C\C#N.[H][H].C=O

---

Entry 16:
Here is a cluster of 2 separate species, C3H6N2O in total from the OMol25 dataset. Energies are from ωB97M-V/def2-TZVPD.

Geometry as XYZ:
```
12
Properties=species:S:1:pos:R:3:mulliken_charge:R:1
C 1.189 -1.474 1.172 0.53
C -0.007 -1.827 1.569 -0.87
C -1.073 1.569 -0.845 0.23
N 2.229 -0.952 0.913 -0.43
N -1.285 1.525 -2.081 -0.65
O 0.080 2.249 -0.472 -0.55
H -0.933 -1.620 1.017 0.24
H 0.090 -2.694 2.200 0.24
H -1.698 1.164 -0.046 0.37
H -1.943 0.974 -2.518 0.21
H 2.913 -1.566 0.365 0.29
H 0.440 2.653 -1.275 0.37
```

Summary:
- HOMO-LUMO gap: 0.3643 Eh
- SMILES: [H]/N=C/O.C=C=N

---

Entry 17:
Here is a cluster of 2 separate species, C3H6N2O in total from the OMol25 dataset. Energies are from ωB97M-V/def2-TZVPD.

Geometry as XYZ:
```
12
Properties=species:S:1:pos:R:3:mulliken_charge:R:1
N -0.582 -0.458 -1.173 -0.22
C -0.842 -0.248 0.063 0.10
C 0.199 0.088 1.112 -0.54
O 0.154 -1.016 1.999 -0.50
C 0.876 2.144 -1.238 -0.20
N 1.367 1.215 -1.783 -0.65
H -1.369 -0.781 -1.744 0.24
H 0.337 0.010 -1.609 0.42
H -1.842 -0.432 0.451 0.35
H 1.174 0.256 0.658 0.39
H -0.092 0.968 1.687 0.30
H 0.620 -1.746 1.577 0.32
```

Summary:
- HOMO-LUMO gap: 0.3119 Eh

---

Entry 18:
Here is the molecule C3H6N2O from the OMol25 dataset. Energies are from ωB97M-V/def2-TZVPD.

Geometry as XYZ:
```
12
Properties=species:S:1:pos:R:3:mulliken_charge:R:1
C -0.851 -0.014 -0.925 -0.16
C 0.227 0.055 0.040 0.31
C 1.395 -0.510 0.271 -0.73
O -0.072 -0.648 -2.109 -0.55
N -0.490 0.961 1.192 0.03
N -0.035 0.814 2.324 -0.57
H -0.705 -1.155 -2.632 0.29
H -0.383 1.559 2.958 0.25
H -1.191 0.976 -1.243 0.23
H -1.668 -0.672 -0.612 0.28
H 1.872 -0.278 1.218 0.32
H 1.901 -1.089 -0.482 0.30
```

Summary:
- HOMO-LUMO gap: 0.3461 Eh
- SMILES: [H]/N=N/C(=C)CO

---

Entry 19:
Here is the molecule C3H6N2O from the OMol25 dataset. Energies are from ωB97M-V/def2-TZVPD.

Geometry as XYZ:
```
12
Properties=species:S:1:pos:R:3:mulliken_charge:R:1
C -0.543 1.011 -0.505 -0.64
C 0.867 0.392 -0.167 0.63
N -1.710 0.372 0.086 -0.58
C 0.777 -1.096 -0.100 -0.14
N 1.320 -1.769 0.867 -0.60
O 1.837 1.009 0.228 -0.54
H -1.905 -0.538 -0.326 0.27
H -1.593 0.250 1.092 0.25
H 1.840 -1.125 1.482 0.28
H -0.496 2.042 -0.142 0.35
H -0.633 1.041 -1.594 0.33
H 0.240 -1.589 -0.922 0.38
```

Summary:
- HOMO-LUMO gap: 0.3417 Eh
- SMILES: [H]/N=C\C(=O)CN

---

Entry 20:
Here is a structure of composition C3H6N2O from the OMol25 dataset. Energies are from ωB97M-V/def2-TZVPD.

Geometry as XYZ:
```
12
Properties=species:S:1:pos:R:3:mulliken_charge:R:1
N -1.007 0.035 1.479 -0.36
C 0.007 -0.796 1.136 0.24
O 0.060 -1.995 1.332 -0.59
C 0.970 -0.152 0.187 0.23
C 0.155 0.527 -1.552 -0.80
N 0.719 1.021 -0.233 -0.61
H -1.628 -0.266 2.208 0.23
H -0.904 1.017 1.253 0.26
H 1.690 -0.825 -0.299 0.47
H -0.834 0.043 -1.371 0.29
H 0.750 -0.124 -2.216 0.36
H 0.022 1.514 -1.924 0.28
```

Summary:
- HOMO-LUMO gap (spin up / spin down): 0.3027 / 0.3027 Eh

---

| no. | DFT total energy (eV) |
| --- | --- |
| 1 | -8233.4605 |
| 2 | -8232.9502 |
| 3 | -8233.3297 |
| 4 | -8233.2186 |
| 5 | -8229.5160 |
| 6 | -8234.5245 |
| 7 | -8234.8159 |
| 8 | -8232.2593 |
| 9 | -8234.6845 |
| 10 | -8231.2102 |
| 11 | -8235.1404 |
| 12 | -8231.0392 |
| 13 | -8234.4177 |
| 14 | -8235.0929 |
| 15 | -8232.9312 |
| 16 | -8233.5324 |
| 17 | -8233.1939 |
| 18 | -8232.6269 |
| 19 | -8234.7551 |
| 20 | -8233.1051 |